1.
DFT (the ωB97M-V functional and the def2-TZVPD basis) results for Br2I5Sn2Y as an isolated structure in a non-equilibrium geometry.

Summary:
**E_LUMO**: -0.0683 Eh
**Energy**: -7103.73916 hartree
**Frontier orbital gap**: 7.1 eV
**Spin multiplicity**: 1
**Highest occupied orbital energy**: -8.95 eV

Structure (XYZ):
```
10
Br2I5Sn2Y (the ωB97M-V functional and the def2-TZVPD basis)
I -0.47005 1.16147 2.29932
I 2.93614 -0.58218 -0.25821
I 3.15786 3.14377 1.75120
I -3.47816 -0.73138 -4.53742
I 1.77381 -2.46299 3.17938
Sn 3.36951 0.26888 2.43518
Sn -2.62174 0.56922 -2.42691
Y -0.29242 -1.46806 1.53542
Br -3.14941 2.69445 -3.35872
Br -1.22556 -2.59319 -0.61924
```

***

2.
DFT (the ωB97M-V functional and the def2-TZVPD basis) results for Br3CaCl as an isolated structure.

Summary:
**Total charge**: -2
**E_LUMO**: 0.2113 Eh
**Energy**: -8860.19240 hartree
**Frontier orbital gap**: 8.1 eV
**Spin multiplicity**: 1
**Highest occupied orbital energy**: -2.37 eV

Structure (XYZ):
```
5
Br3CaCl (the ωB97M-V functional and the def2-TZVPD basis)
Br 0.42899 2.20773 -1.57577
Br -0.45191 0.80528 2.53571
Br 2.16645 -1.75500 -0.27072
Ca 0.05046 -0.05311 -0.07105
Cl -2.19400 -1.20490 -0.61817
```

***

3.
DFT (the ωB97M-V functional and the def2-TZVPD basis) results for one molecule with the formula Br3H3Si2 in a non-equilibrium geometry.

Summary:
**E_LUMO**: -0.0091 Eh
**Energy**: -8302.92440 hartree
**SMILES**: Br[SiH2][SiH](Br)Br
**Frontier orbital gap**: 9.9 eV
**Spin multiplicity**: 1
**Highest occupied orbital energy**: -10.10 eV

Structure (XYZ):
```
8
Br3H3Si2 (the ωB97M-V functional and the def2-TZVPD basis)
Br 1.00771 -2.97167 0.13369
Br 3.06057 0.24492 1.73046
Br 3.03074 0.40905 -1.77816
Si 0.02542 -1.01193 -0.27702
Si 1.69442 0.54608 0.06104
H 0.12178 -1.22767 -1.69912
H 1.44716 1.99118 0.27022
H -1.07448 -0.54571 0.54011
```

***

4.
DFT (the ωB97M-V functional and the def2-TZVPD basis) results for Br5HSi3 as an isolated structure in a non-equilibrium geometry.

Summary:
**E_LUMO (alpha / beta)**: -0.0473 / -0.1324 Eh
**Expectation value of S²**: 2.006
**Energy**: -13739.18803 hartree
**Frontier orbital gap (alpha / beta)**: 5.6 / 6.2 eV
**Spin multiplicity**: 3
**Highest occupied orbital energy (alpha / beta)**: -6.87 / -9.78 eV

Structure (XYZ):
```
9
Br5HSi3 (the ωB97M-V functional and the def2-TZVPD basis)
Br 2.08860 -0.40352 2.37714
Br 0.11212 3.40159 -0.38229
Br -0.85599 -1.90243 0.84345
Br 1.09190 -1.65012 -2.11851
Br -1.52150 0.43090 -1.76277
Si -1.15768 -1.98372 -2.25437
Si 0.16495 0.44642 1.41973
Si 1.02519 1.31123 -0.55056
H -0.94759 0.34965 2.42817
```

***

5.
DFT (the ωB97M-V functional and the def2-TZVPD basis) results for BrCdH4O2 as an isolated structure in a non-equilibrium geometry.

Summary:
**Total charge**: +2
**E_LUMO (alpha / beta)**: -0.4504 / -0.5500 Eh
**Expectation value of S²**: 0.757
**Energy**: -2893.75644 hartree
**Frontier orbital gap (alpha / beta)**: 7.7 / 3.3 eV
**Spin multiplicity**: 2
**Highest occupied orbital energy (alpha / beta)**: -19.93 / -18.22 eV

Structure (XYZ):
```
8
BrCdH4O2 (the ωB97M-V functional and the def2-TZVPD basis)
Cd 1.23478 -0.91112 3.38844
Br -0.33196 -1.03306 1.44777
O 1.02398 -1.01369 -1.66960
O -1.39899 2.28968 0.02829
H 0.74535 -1.15981 -0.76558
H -1.07284 2.13710 -0.85860
H -1.07621 1.54402 0.53429
H 0.87588 -1.85315 -2.10504
```

***

6.
DFT (the ωB97M-V functional and the def2-TZVPD basis) results for BrClFHN3O as an isolated structure in a non-equilibrium geometry.

Summary:
**Total charge**: -1
**E_LUMO**: 0.1042 Eh
**Energy**: -3374.07257 hartree
**Frontier orbital gap**: 7.9 eV
**Spin multiplicity**: 1
**Highest occupied orbital energy**: -5.02 eV

Structure (XYZ):
```
8
BrClFHN3O (the ωB97M-V functional and the def2-TZVPD basis)
Br -2.41685 -0.95508 -0.28699
Cl 0.59194 -0.27458 -1.91057
F 1.59753 -1.49086 0.43639
O 1.04541 2.01652 0.03072
N -1.54877 -0.02523 1.08396
N -0.62173 0.71834 0.73113
N 0.38774 1.04607 0.26130
H 0.96473 -1.03518 -0.34594
```

***

7.
DFT (the ωB97M-V functional and the def2-TZVPD basis) results for a 2-piece molecular cluster, BrClH2N2 overall in a non-equilibrium geometry.

Summary:
**E_LUMO**: -0.0001 Eh
**Energy**: -3144.83269 hartree
**SMILES**: [H]/N=N\Cl.Br
**Frontier orbital gap**: 10.5 eV
**Spin multiplicity**: 1
**Highest occupied orbital energy**: -10.50 eV

Structure (XYZ):
```
6
BrClH2N2 (the ωB97M-V functional and the def2-TZVPD basis)
Br -3.01117 0.04768 0.77321
Cl 1.01788 -1.13167 0.80954
N 0.62411 0.23418 -0.36300
N 1.49689 0.97053 -0.76130
H 2.50822 0.82019 -0.46317
H -2.63593 -0.94090 0.00472
```

***

8.
DFT (the ωB97M-V functional and the def2-TZVPD basis) results for a 2-piece molecular cluster, BrClH4Si2 overall.

Summary:
**E_LUMO**: -0.0415 Eh
**Energy**: -3615.58337 hartree
**Frontier orbital gap**: 8.0 eV
**Spin multiplicity**: 1
**Highest occupied orbital energy**: -9.13 eV

Structure (XYZ):
```
8
BrClH4Si2 (the ωB97M-V functional and the def2-TZVPD basis)
Br 2.32663 0.90532 0.31423
Cl -1.09466 -1.30192 -1.15000
Si -1.59324 0.50000 -0.35370
Si 2.60012 -1.35611 0.19987
H 2.96897 -1.34773 1.63623
H -0.65725 1.45893 -0.91372
H -2.97760 0.61443 -0.87885
H -1.57298 0.52709 1.14594
```

***

9.
DFT (the ωB97M-V functional and the def2-TZVPD basis) results for BrClN2O2 as an isolated structure in a non-equilibrium geometry.

Summary:
**E_LUMO**: -0.0797 Eh
**Energy**: -3293.95442 hartree
**Frontier orbital gap**: 8.1 eV
**Spin multiplicity**: 1
**Highest occupied orbital energy**: -10.29 eV

Structure (XYZ):
```
6
BrClN2O2 (the ωB97M-V functional and the def2-TZVPD basis)
Br 2.67164 -0.05292 -0.05917
Cl -2.35647 0.05493 -0.19404
O 0.53493 0.25605 1.69028
O -0.98648 1.09762 0.29617
N 1.01192 0.44091 -0.46178
N 0.27663 0.54298 0.57206
```

***

10.
DFT (the ωB97M-V functional and the def2-TZVPD basis) results for BrClO3S as an isolated structure in a non-equilibrium geometry.

Summary:
**E_LUMO**: -0.0912 Eh
**Energy**: -3658.03680 hartree
**Frontier orbital gap**: 9.2 eV
**Spin multiplicity**: 1
**Highest occupied orbital energy**: -11.67 eV

Structure (XYZ):
```
6
BrClO3S (the ωB97M-V functional and the def2-TZVPD basis)
Br 2.47878 -0.10042 0.04711
Cl -1.76024 -1.22723 -0.11562
S -0.42214 0.25154 -0.01724
O -0.68718 1.02978 1.13152
O 0.69199 -0.81172 0.24060
O -0.30121 0.85805 -1.28637
```

***

11.
DFT (the ωB97M-V functional and the def2-TZVPD basis) results for BrCuH3IP as an isolated structure in a non-equilibrium geometry.

Summary:
**Total charge**: +1
**E_LUMO**: -0.2353 Eh
**Energy**: -4854.99827 hartree
**Frontier orbital gap**: 7.5 eV
**Spin multiplicity**: 1
**Highest occupied orbital energy**: -13.94 eV

Structure (XYZ):
```
7
BrCuH3IP (the ωB97M-V functional and the def2-TZVPD basis)
I 2.10797 0.64546 1.40802
Br -1.78200 -0.60491 -1.30643
Cu -1.73703 0.61528 0.97018
P 0.39366 -0.14563 -0.22267
H 1.19787 -0.53419 -1.30290
H -0.16324 1.14410 -0.23739
H -0.01722 -1.12011 0.69119
```

***

12.
DFT (the ωB97M-V functional and the def2-TZVPD basis) results for BrCuPb as an isolated structure in a non-equilibrium geometry.

Summary:
**Total charge**: +3
**E_LUMO (alpha / beta)**: -0.6396 / -0.7952 Eh
**Expectation value of S²**: 0.757
**Energy**: -4405.80157 hartree
**Frontier orbital gap (alpha / beta)**: 10.9 / 6.2 eV
**Spin multiplicity**: 2
**Highest occupied orbital energy (alpha / beta)**: -28.29 / -27.86 eV

Structure (XYZ):
```
3
BrCuPb (the ωB97M-V functional and the def2-TZVPD basis)
Pb -0.53202 -0.07545 1.59903
Br -0.24424 0.90911 -0.42112
Cu 0.77626 -0.83367 -1.17792
```

***

13.
DFT (the ωB97M-V functional and the def2-TZVPD basis) results for BrCuPd as an isolated structure in a non-equilibrium geometry.

Summary:
**Total charge**: +2
**E_LUMO (alpha / beta)**: -0.3953 / -0.5233 Eh
**Expectation value of S²**: 2.017
**Energy**: -4341.48631 hartree
**Frontier orbital gap (alpha / beta)**: 9.5 / 5.3 eV
**Spin multiplicity**: 3
**Highest occupied orbital energy (alpha / beta)**: -20.31 / -19.58 eV

Structure (XYZ):
```
3
BrCuPd (the ωB97M-V functional and the def2-TZVPD basis)
Pd 16.75663 12.75497 7.88462
Br 18.58589 12.53272 5.58731
Cu 21.22593 12.52806 4.48910
```

***

14.
DFT (the ωB97M-V functional and the def2-TZVPD basis) results for BrF4NP2S as an isolated structure in a non-equilibrium geometry.

Summary:
**E_LUMO**: -0.0384 Eh
**Energy**: -4109.30793 hartree
**Frontier orbital gap**: 8.8 eV
**Spin multiplicity**: 1
**Highest occupied orbital energy**: -9.80 eV

Structure (XYZ):
```
9
BrF4NP2S (the ωB97M-V functional and the def2-TZVPD basis)
Br 0.05238 -2.89692 -1.10264
S -2.39602 0.45165 1.78052
P -0.08939 -0.77330 -1.19230
P -0.39667 0.31227 1.38719
F 0.43116 -0.90738 1.97810
F 0.70690 -0.40940 -2.51673
F 0.58117 1.47108 1.89405
F -1.68152 -0.86133 -2.05847
N 0.14564 0.33502 -0.15548
```

***

15.
DFT (the ωB97M-V functional and the def2-TZVPD basis) results for BrH10O5Pt as an isolated structure in a non-equilibrium geometry.

Summary:
**Total charge**: +1
**E_LUMO (alpha / beta)**: -0.1429 / -0.1759 Eh
**Expectation value of S²**: 2.004
**Energy**: -3075.22661 hartree
**Frontier orbital gap (alpha / beta)**: 8.2 / 7.2 eV
**Spin multiplicity**: 3
**Highest occupied orbital energy (alpha / beta)**: -12.11 / -12.00 eV

Structure (XYZ):
```
17
BrH10O5Pt (the ωB97M-V functional and the def2-TZVPD basis)
Pt 0.07346 0.07055 -0.59442
Br -0.93184 0.97322 -2.87206
O 1.23136 -1.62014 -1.37489
O 1.22770 2.31848 -0.12849
O 0.93967 -0.49519 1.39777
O -1.64990 1.28782 0.52594
O -1.52834 -1.59626 -0.06377
H 1.03139 2.65021 0.74767
H -2.38262 1.25516 1.14099
H 0.50192 -0.35115 2.23673
H 2.13116 -1.39855 -1.61463
H -2.24979 -1.96782 -0.57140
H -1.74709 -1.79664 0.84630
H 1.24912 -2.56512 -1.22349
H -1.77385 2.10803 0.04833
H 2.16999 2.15071 -0.11603
H 1.70771 -1.02338 1.61539
```

***

16.
DFT (the ωB97M-V functional and the def2-TZVPD basis) results for a 9-piece molecular cluster, BrH16O8 overall in a non-equilibrium geometry.

Summary:
**Total charge**: -1
**E_LUMO**: 0.1140 Eh
**Energy**: -3185.59868 hartree
**Frontier orbital gap**: 9.5 eV
**Spin multiplicity**: 1
**Highest occupied orbital energy**: -6.41 eV

Structure (XYZ):
```
25
BrH16O8 (the ωB97M-V functional and the def2-TZVPD basis)
Br -0.24080 0.33066 -0.26761
O 1.69506 -2.46334 -1.22494
O 1.31041 3.46485 0.64350
O -3.41178 -0.87188 0.47044
O -1.00427 -0.47684 -3.32131
O -0.30469 -2.63343 1.40208
O 2.45124 0.56706 1.98089
O 1.73283 1.02128 -2.65881
O -1.71674 1.67074 2.71583
H 1.31836 -3.00144 -2.12700
H 1.08268 2.71990 0.22180
H -1.94004 1.13209 3.49855
H -3.69282 -1.45273 1.19032
H -1.51637 1.13026 1.88938
H 0.28831 -2.39595 2.08660
H -0.63848 -1.99569 0.89018
H 3.00880 0.39774 1.20062
H -1.88954 -0.81085 -3.75942
H 2.08443 3.15148 1.27154
H 1.54291 0.55037 1.62911
H 1.76055 2.03040 -2.64409
H 0.85058 -1.97749 -1.01917
H 0.92759 0.72639 -2.10821
H -2.51486 -0.51843 0.46529
H -1.18339 -0.29516 -2.42557
```

***

17.
DFT (the ωB97M-V functional and the def2-TZVPD basis) results for one molecule with the formula BrH2NOS in a non-equilibrium geometry.

Summary:
**E_LUMO**: -0.0421 Eh
**Energy**: -3103.26910 hartree
**SMILES**: N=[S@H](=O)Br
**Frontier orbital gap**: 8.6 eV
**Spin multiplicity**: 1
**Highest occupied orbital energy**: -9.75 eV

Structure (XYZ):
```
6
BrH2NOS (the ωB97M-V functional and the def2-TZVPD basis)
Br -2.02910 -0.78322 -0.13464
S -0.08832 0.34188 -0.21431
O -0.38419 1.72428 -0.30098
N 0.94092 -0.12150 1.19067
H 1.26596 -1.05638 0.96543
H 0.29472 -0.10506 -1.50617
```

***

18.
DFT (the ωB97M-V functional and the def2-TZVPD basis) results for one molecule with the formula BrH2O2P in a non-equilibrium geometry.

Summary:
**E_LUMO**: 0.0104 Eh
**Energy**: -3067.08183 hartree
**SMILES**: OP(O)Br
**Frontier orbital gap**: 10.5 eV
**Spin multiplicity**: 1
**Highest occupied orbital energy**: -10.21 eV

Structure (XYZ):
```
6
BrH2O2P (the ωB97M-V functional and the def2-TZVPD basis)
Br -2.27604 -0.52846 0.19683
P -0.37136 0.46879 -0.61304
O 0.13324 1.46587 0.55734
O 0.77986 -1.04188 -0.19920
H 0.49920 0.82847 1.15608
H 1.23510 -1.19278 -1.09801
```

***

19.
DFT (the ωB97M-V functional and the def2-TZVPD basis) results for a 2-piece molecular cluster, BrH2O2PS overall in a non-equilibrium geometry.

Summary:
**E_LUMO (alpha / beta)**: -0.0957 / -0.0961 Eh
**Energy**: -3465.18574 hartree
**Frontier orbital gap (alpha / beta)**: 7.2 / 7.3 eV
**Spin multiplicity**: 1
**Highest occupied orbital energy (alpha / beta)**: -9.85 / -9.94 eV

Structure (XYZ):
```
7
BrH2O2PS (the ωB97M-V functional and the def2-TZVPD basis)
Br 1.95833 -1.14526 -0.56238
S 1.46114 2.32286 0.13529
P 0.58686 0.48800 0.24999
O -0.14614 0.04466 1.58563
O -1.44797 -0.52668 -0.93801
H -0.99904 -0.40578 1.40485
H -1.41318 -0.77782 -1.87538
```

***

20.
DFT (the ωB97M-V functional and the def2-TZVPD basis) results for one molecule with the formula BrH2O2PS in a non-equilibrium geometry.

Summary:
**E_LUMO (alpha / beta)**: -0.0936 / -0.0884 Eh
**Energy**: -3465.21560 hartree
**SMILES**: OP(O)(=S)Br
**Frontier orbital gap (alpha / beta)**: 6.8 / 6.8 eV
**Spin multiplicity**: 1
**Highest occupied orbital energy (alpha / beta)**: -9.38 / -9.18 eV

Structure (XYZ):
```
7
BrH2O2PS (the ωB97M-V functional and the def2-TZVPD basis)
Br -2.63896 -0.52052 -0.01257
S 0.61134 2.86911 -0.01986
P -0.70910 0.58101 -0.04486
O -0.04490 -0.17206 1.29169
O -0.10940 -0.27147 -1.26696
H 0.05691 0.53897 1.99715
H 0.72781 -0.05719 -1.47003
```